(1)
{
  "formula": "C30H24BF9N12O2Zr",
  "method": "ωB97M-V/def2-TZVPD",
  "orbital_gap_ev": 5.9738,
  "largest_force_ev_per_a": 0.5,
  "total_charge": 2,
  "mol_weight_da": 857.62,
  "lumo_energy_ha": -0.2525,
  "symbols": ["Zr", "B", "N", "C", "C", "C", "N", "N", "C", "C", "C", "N", "H", "H", "H", "H", "H", "H", "H", "H", "C", "N", "C", "N", "C", "N", "C", "C", "C", "C", "C", "C", "C", "N", "N", "C", "O", "C", "C", "C", "C", "C", "C", "N", "C", "N", "C", "N", "C", "H", "H", "H", "H", "H", "H", "H", "H", "H", "H", "H", "H", "H", "H", "H", "H", "F", "C", "F", "F", "C", "O", "C", "F", "F", "F", "C", "F", "F", "F"],
  "coordinates": [[-1.47390, 0.51752, 1.55695], [-1.50291, -2.07870, 2.79368], [-1.36094, -1.10233, 3.98872], [-1.39674, -1.25403, 5.31097], [-1.11587, -0.03099, 5.91043], [-0.91546, 0.84605, 4.86052], [-1.06416, 0.20028, 3.69086], [-2.90901, -1.99551, 2.14257], [-3.97855, -2.78270, 2.13344], [-4.95285, -2.20621, 1.32079], [-4.38673, -1.03647, 0.85721], [-3.13706, -0.90871, 1.34879], [-1.17250, -3.18922, 3.05393], [-0.75542, -1.58702, 1.91600], [-1.60371, -2.21680, 5.75003], [-1.05517, 0.18163, 6.96307], [-0.66849, 1.89557, 4.87994], [-3.98862, -3.70433, 2.69291], [-5.93256, -2.59274, 1.10203], [-4.80449, -0.28511, 0.20667], [-1.92025, -0.94716, -4.01113], [-1.61225, -0.20336, -2.78351], [-1.70296, -0.60427, -1.53319], [-1.29458, 0.38306, -0.71949], [-0.95467, 1.38248, -1.59544], [-1.13368, 1.05971, -2.84251], [-0.78364, -1.82881, -4.47026], [-1.05904, -2.82519, -5.40142], [-0.03582, -3.62270, -5.88998], [1.26546, -3.44074, -5.44853], [1.53711, -2.44994, -4.51276], [0.51418, -1.64057, -4.02761], [2.90809, -2.26078, -4.04155], [3.97858, -2.85184, -4.42818], [5.01587, -2.32413, -3.65877], [4.47866, -1.46348, -2.87406], [3.13474, -1.35478, -3.05348], [5.10733, -0.64667, -1.83787], [6.47665, -0.75537, -1.60344], [7.05707, -0.00872, -0.59399], [6.28044, 0.83505, 0.19184], [4.91988, 0.95072, -0.05086], [4.07422, 1.87475, 0.78626], [2.84197, 1.20360, 1.22963], [1.59737, 1.43681, 0.86987], [0.79045, 0.54224, 1.45687], [1.66338, -0.22814, 2.18922], [2.90183, 0.14384, 2.06768], [4.33658, 0.21465, -1.07134], [-2.16613, -0.18677, -4.75117], [-2.81755, -1.53341, -3.81463], [-2.04617, -1.58134, -1.23288], [-0.60014, 2.35452, -1.29578], [-2.07288, -2.97787, -5.75238], [-0.25484, -4.39291, -6.61645], [2.07296, -4.05758, -5.81850], [0.75818, -0.85665, -3.32168], [7.06611, -1.42914, -2.21020], [8.11831, -0.09241, -0.40554], [6.73992, 1.39890, 0.99424], [3.75409, 2.76047, 0.23562], [4.60313, 2.19575, 1.68113], [1.30298, 2.24382, 0.21891], [1.35946, -1.05639, 2.80664], [3.27426, 0.29112, -1.27363], [-4.77040, 3.17559, 2.89503], [-3.52097, 2.78616, 2.94490], [-3.01726, 3.03562, 4.13616], [-3.51761, 1.40650, 2.80162], [-2.62504, 3.34511, 1.79521], [-1.55259, 2.47522, 1.63329], [-3.41829, 3.34060, 0.45581], [-4.48175, 4.10802, 0.46337], [-2.64126, 3.67445, -0.56357], [-3.80683, 2.04816, 0.23640], [-2.10322, 4.76246, 2.15377], [-3.12306, 5.52759, 2.52762], [-1.22417, 4.68101, 3.14671], [-1.49701, 5.31297, 1.10847]],
  "forces_ev_per_a": [[0.2, 0.5, 0.1], [-0.1, 0.0, 0.0], [0.1, 0.0, -0.1], [0.0, 0.0, 0.0], [0.0, 0.0, 0.0], [0.0, 0.0, 0.0], [-0.2, -0.3, 0.1], [0.1, -0.1, -0.1], [0.0, 0.0, 0.0], [0.0, 0.0, 0.0], [0.0, 0.0, 0.0], [0.1, -0.1, 0.1], [0.0, 0.0, 0.0], [0.0, 0.0, 0.0], [0.0, 0.0, 0.0], [0.0, 0.0, 0.0], [0.0, 0.0, 0.0], [0.0, 0.0, 0.0], [0.0, 0.0, 0.0], [0.0, 0.0, 0.0], [0.0, 0.0, 0.1], [0.0, 0.0, -0.1], [0.0, 0.0, 0.1], [-0.2, -0.2, 0.0], [0.1, 0.1, -0.1], [0.0, 0.0, 0.0], [0.0, 0.0, 0.0], [0.0, 0.0, 0.0], [0.0, 0.0, 0.0], [0.0, 0.0, 0.0], [0.1, 0.0, 0.0], [0.0, 0.0, 0.0], [-0.2, 0.0, 0.0], [0.2, 0.1, 0.1], [-0.2, -0.1, -0.1], [0.0, 0.2, 0.1], [0.0, -0.1, 0.0], [0.0, -0.1, -0.1], [0.0, 0.0, 0.0], [0.0, 0.0, 0.0], [0.0, 0.0, 0.0], [0.0, 0.0, 0.0], [-0.1, 0.0, 0.0], [0.1, 0.0, 0.1], [-0.1, 0.0, 0.0], [0.0, 0.0, 0.0], [0.0, 0.0, 0.0], [0.0, 0.1, -0.1], [0.0, 0.0, 0.0], [0.0, 0.0, 0.0], [0.0, 0.0, 0.0], [0.0, 0.0, 0.0], [0.0, 0.0, 0.0], [0.0, 0.0, 0.0], [0.0, 0.0, 0.0], [0.0, 0.0, 0.0], [0.0, 0.0, 0.0], [0.0, 0.0, 0.0], [0.0, 0.0, 0.0], [0.0, 0.0, 0.0], [0.0, 0.0, 0.0], [0.0, 0.0, 0.0], [0.0, 0.0, 0.0], [0.0, 0.0, 0.0], [0.0, 0.0, 0.0], [0.0, 0.0, 0.0], [0.0, 0.1, 0.0], [0.0, 0.0, 0.0], [0.0, 0.0, 0.0], [0.1, 0.0, -0.1], [-0.2, -0.1, -0.1], [0.0, 0.1, 0.0], [0.0, 0.0, 0.0], [0.1, 0.0, 0.0], [0.0, 0.0, 0.0], [0.0, 0.1, 0.0], [0.0, 0.0, 0.0], [0.0, 0.0, 0.0], [0.0, 0.0, 0.0]],
  "mulliken_charge": [1.074, 0.323, 0.076, -0.161, -1.157, -0.349, 0.240, -0.116, -0.134, -1.075, -0.804, 0.831, -0.051, 0.289, 0.508, 0.470, 0.635, 0.505, 0.475, 0.640, -1.401, 0.728, -0.709, 0.357, -0.907, -0.836, 1.230, -0.968, -0.651, -1.000, -0.182, -0.159, 0.612, -0.453, -0.460, 0.697, -0.240, -0.176, -0.973, -0.762, -0.855, 1.022, -0.901, 0.852, -0.512, 0.268, -0.622, -0.842, -0.198, 0.345, 0.504, 0.510, 0.669, 0.474, 0.421, 0.549, 0.718, 0.556, 0.422, 0.417, 0.190, 0.469, 0.356, 0.672, 0.721, -0.212, 0.370, -0.239, -0.255, 1.025, -0.449, 0.450, -0.207, -0.233, -0.165, 0.381, -0.219, -0.203, -0.218]
}

***

(2)
{
  "formula": "C30H24BN13Sc",
  "method": "ωB97M-V/def2-TZVPD",
  "orbital_gap_ev": [7.2069, 4.7142],
  "largest_force_ev_per_a": 0.7,
  "total_charge": 2,
  "mol_weight_da": 622.38,
  "spin_multiplicity": 2,
  "lumo_energy_ha": [-0.2480, -0.3396],
  "symbols": ["Sc", "C", "C", "N", "N", "C", "B", "N", "C", "C", "C", "N", "N", "C", "C", "C", "N", "N", "C", "C", "C", "N", "H", "H", "H", "H", "H", "H", "H", "H", "H", "H", "H", "H", "C", "C", "C", "C", "N", "C", "N", "C", "N", "C", "N", "C", "C", "C", "C", "C", "N", "C", "C", "C", "C", "C", "C", "H", "H", "H", "H", "H", "H", "H", "H", "H", "H", "H", "H"],
  "coordinates": [[0.15407, -0.29520, -0.26638], [-0.08249, 0.11715, 4.05498], [0.29880, -0.56538, 2.91600], [0.04533, 0.17716, 1.82607], [-0.48762, 1.35698, 2.26047], [-0.57476, 1.33302, 3.59087], [-0.91519, 2.44995, 1.20792], [-2.07744, 1.83267, 0.36698], [-3.38927, 2.10968, 0.32002], [-3.97535, 1.33629, -0.66527], [-2.92352, 0.58872, -1.18247], [-1.78371, 0.88057, -0.55411], [0.27159, 2.71704, 0.22641], [0.88929, 3.89121, 0.01636], [1.79868, 3.73559, -1.01399], [1.67820, 2.40346, -1.38897], [0.75580, 1.79437, -0.64190], [-1.28413, 3.74096, 1.86020], [-2.07409, 4.76542, 1.41238], [-1.84102, 5.85037, 2.20336], [-0.85482, 5.41606, 3.11277], [-0.50563, 4.15733, 2.91092], [0.00382, -0.20255, 5.07942], [0.74495, -1.54452, 2.81975], [-0.94388, 2.19194, 4.12704], [-3.82802, 2.83061, 0.99036], [-5.00715, 1.33792, -0.97319], [-2.94063, -0.14781, -1.97326], [0.64498, 4.75479, 0.61473], [2.44760, 4.48553, -1.43266], [2.21586, 1.85814, -2.15019], [-2.70432, 4.67164, 0.54297], [-2.30538, 6.81954, 2.13518], [-0.39156, 5.97366, 3.91465], [4.23849, 0.93224, 1.24118], [5.20163, 0.28540, 0.49248], [4.78811, -0.63891, -0.45274], [3.43475, -0.89865, -0.62458], [2.49537, -0.25613, 0.10125], [2.90756, 0.63721, 1.00777], [3.15372, -1.86506, -1.58923], [2.02863, -2.36161, -1.89835], [0.72344, -2.05377, -1.40871], [-0.09656, -2.99284, -1.91932], [-1.41243, -3.20194, -1.68431], [-2.11580, -2.72308, -0.65556], [-3.42396, -3.25193, -0.54138], [-4.22657, -2.89279, 0.52909], [-3.71373, -2.00378, 1.44758], [-2.42219, -1.47092, 1.24797], [-1.64209, -1.80446, 0.24271], [0.59268, -3.87851, -2.83033], [0.13709, -4.96346, -3.57621], [1.07845, -5.62834, -4.33807], [2.42433, -5.23053, -4.33479], [2.87062, -4.15737, -3.57388], [1.92043, -3.48880, -2.83113], [4.49455, 1.66447, 1.99399], [6.25346, 0.49327, 0.63759], [5.48521, -1.18340, -1.07333], [2.13655, 1.14761, 1.56418], [-3.74561, -3.95056, -1.30128], [-5.22272, -3.30063, 0.63905], [-4.28476, -1.68664, 2.31020], [-2.03491, -0.73072, 1.93327], [-0.90234, -5.26262, -3.56668], [0.77883, -6.47084, -4.94675], [3.13202, -5.77860, -4.94259], [3.90875, -3.85561, -3.56652]],
  "forces_ev_per_a": [[0.1, 0.4, 0.0], [0.0, 0.1, 0.1], [0.0, 0.0, 0.0], [-0.1, 0.1, 0.0], [0.1, 0.0, -0.2], [0.0, 0.0, 0.2], [0.0, -0.1, -0.1], [0.2, 0.1, -0.1], [-0.1, 0.0, 0.1], [0.0, 0.0, 0.0], [0.0, 0.0, 0.0], [0.1, -0.2, 0.0], [-0.1, 0.0, -0.1], [0.0, 0.0, 0.0], [0.0, 0.1, 0.0], [0.0, 0.0, 0.0], [0.0, -0.2, 0.0], [-0.1, -0.1, 0.2], [0.2, -0.2, -0.1], [0.1, 0.1, 0.0], [0.2, -0.1, 0.3], [-0.4, 0.3, -0.3], [0.0, 0.0, 0.0], [0.0, 0.0, 0.0], [0.0, -0.1, 0.0], [0.0, 0.0, 0.0], [0.0, 0.0, 0.0], [0.0, 0.0, 0.0], [0.0, 0.0, 0.0], [0.0, 0.0, 0.0], [0.0, 0.0, 0.0], [0.0, 0.0, 0.1], [0.0, 0.0, 0.0], [0.0, 0.0, -0.1], [-0.2, 0.1, 0.1], [0.1, -0.2, -0.2], [0.2, 0.0, 0.0], [0.0, 0.1, 0.0], [-0.4, -0.5, -0.3], [0.2, 0.1, 0.1], [-0.2, 0.2, 0.2], [0.2, 0.1, -0.1], [-0.3, -0.1, 0.1], [0.0, 0.2, 0.0], [0.1, 0.1, 0.1], [0.1, -0.1, -0.2], [-0.2, 0.0, 0.1], [0.0, -0.1, -0.2], [0.1, 0.2, 0.1], [-0.3, -0.2, 0.1], [0.5, 0.0, 0.0], [-0.3, -0.3, -0.1], [-0.1, 0.1, 0.1], [0.2, 0.0, -0.1], [-0.2, -0.1, -0.1], [0.0, 0.1, 0.0], [0.1, 0.0, 0.0], [0.0, 0.0, 0.0], [0.0, 0.0, 0.0], [0.0, 0.0, 0.0], [0.0, 0.0, 0.0], [0.0, 0.0, 0.0], [0.0, 0.0, 0.0], [0.0, 0.0, 0.0], [-0.1, 0.0, 0.0], [0.0, 0.0, 0.0], [0.0, 0.0, 0.0], [0.0, 0.0, 0.0], [0.0, 0.0, 0.0]],
  "mulliken_spin": [-0.006, 0.000, 0.003, -0.002, 0.001, 0.000, 0.002, -0.005, -0.002, -0.001, 0.007, 0.000, -0.001, 0.000, 0.000, 0.001, 0.000, 0.000, 0.000, 0.000, 0.000, 0.000, 0.000, 0.000, 0.000, 0.000, 0.000, -0.001, 0.000, 0.000, 0.000, 0.000, 0.000, 0.000, 0.018, -0.008, 0.029, -0.023, 0.011, 0.005, 0.098, -0.054, 0.095, -0.054, 0.373, 0.025, 0.171, -0.038, 0.170, 0.049, 0.062, -0.007, 0.015, -0.013, 0.026, -0.013, 0.016, 0.000, 0.000, 0.000, 0.005, -0.003, 0.004, -0.003, 0.048, 0.000, 0.000, 0.000, 0.000]
}

***

(3)
{
  "formula": "C30H24BrCdN4O4",
  "method": "ωB97M-V/def2-TZVPD",
  "orbital_gap_ev": 6.9319,
  "largest_force_ev_per_a": 1.3,
  "total_charge": -1,
  "mol_weight_da": 696.86,
  "lumo_energy_ha": 0.0847,
  "symbols": ["Cd", "O", "C", "C", "C", "C", "C", "C", "C", "O", "N", "N", "C", "C", "Br", "C", "C", "C", "C", "C", "C", "C", "H", "H", "H", "H", "H", "H", "H", "H", "H", "H", "H", "H", "H", "H", "O", "C", "C", "C", "C", "C", "C", "C", "N", "N", "C", "O", "C", "C", "C", "C", "C", "C", "H", "H", "H", "H", "H", "H", "H", "H", "H", "H"],
  "coordinates": [[0.93201, -2.03441, -0.38289], [0.36627, -2.86671, 3.96050], [0.96964, -1.77862, 4.49419], [1.28546, -1.81650, 5.85461], [1.87341, -0.72442, 6.47823], [2.17287, 0.42877, 5.75396], [1.88071, 0.45566, 4.39193], [1.28069, -0.62637, 3.74318], [1.04791, -0.55480, 2.23320], [0.50856, -1.73917, 1.70951], [0.15124, 0.60885, 2.01619], [-0.34500, 0.76658, 0.78839], [-1.33251, 1.56794, 0.67437], [-2.06326, 1.85601, -0.58444], [-1.87358, 0.64998, -2.02583], [-2.91917, 2.85053, -0.76238], [-3.15559, 3.97608, 0.19473], [-4.44528, 4.50401, 0.33719], [-4.69950, 5.57014, 1.19790], [-3.66291, 6.14095, 1.92948], [-2.37419, 5.64029, 1.78548], [-2.12213, 4.57345, 0.92490], [0.32651, -2.71602, 2.98421], [1.05626, -2.72757, 6.40802], [2.11206, -0.77851, 7.53593], [2.63294, 1.28436, 6.23799], [2.13170, 1.33414, 3.79997], [1.98961, -0.29568, 1.76454], [-0.39868, 0.91557, 2.79347], [-1.70267, 2.08147, 1.55584], [-3.50551, 2.85894, -1.67790], [-5.26009, 4.05882, -0.23288], [-5.71028, 5.95479, 1.29768], [-3.85595, 6.97698, 2.59553], [-1.55310, 6.09018, 2.33588], [-1.10524, 4.20900, 0.79739], [3.12106, -1.49776, -0.28943], [3.47779, -0.36322, -0.82917], [4.42275, 0.47879, -0.17166], [4.83988, 1.68230, -0.71008], [4.35500, 2.13126, -1.95299], [3.44427, 1.33364, -2.61650], [2.98267, 0.11120, -2.09565], [2.02551, -0.64183, -2.91834], [1.37385, -1.64525, -2.50608], [0.55536, -2.31329, -3.43253], [-0.12811, -3.27326, -2.83530], [-0.15797, -3.56641, -1.57039], [-0.98498, -4.13707, -3.74628], [-1.09661, -3.87422, -5.11209], [-1.88114, -4.68677, -5.92661], [-2.56302, -5.77534, -5.38991], [-2.45829, -6.04382, -4.02909], [-1.67375, -5.22425, -3.21006], [4.80101, 0.12992, 0.78635], [5.56079, 2.28768, -0.16416], [4.68485, 3.07691, -2.37831], [3.05221, 1.65410, -3.58337], [1.87448, -0.33068, -3.94578], [-0.55639, -3.02533, -5.51806], [-1.96195, -4.46961, -6.98680], [-3.17160, -6.41065, -6.02995], [-2.99027, -6.88944, -3.60024], [-1.58060, -5.41231, -2.14559]],
  "forces_ev_per_a": [[0.2, -0.1, 0.7], [0.3, 0.1, 0.6], [-0.1, 0.0, -0.2], [0.0, 0.0, 0.2], [0.0, 0.0, -0.1], [-0.1, -0.2, -0.2], [0.0, -0.1, 0.1], [0.1, -0.2, 0.0], [-0.9, -0.5, 0.2], [0.4, 0.6, -0.2], [0.8, -0.4, -0.6], [-0.1, 0.0, 0.0], [-0.4, 0.2, -0.8], [0.8, -0.6, 0.7], [0.3, -0.3, 0.0], [-0.6, 1.1, 0.4], [-0.1, -0.2, -0.2], [0.0, 0.0, 0.0], [0.1, -0.2, -0.1], [0.0, -0.1, -0.1], [0.0, -0.1, -0.1], [0.1, 0.1, 0.0], [0.0, 0.4, -0.3], [0.0, 0.2, -0.1], [0.0, 0.0, -0.1], [0.0, -0.1, -0.1], [0.0, -0.1, 0.1], [0.4, 0.0, -0.4], [-0.5, 0.1, 0.4], [-0.2, 0.1, 0.1], [0.1, 0.1, 0.1], [0.1, 0.1, 0.1], [0.1, -0.1, 0.0], [0.0, -0.1, -0.1], [-0.1, -0.1, -0.1], [-0.2, 0.1, 0.0], [0.1, 0.9, -0.2], [-0.3, -0.5, 0.0], [0.0, 0.1, -0.1], [-0.1, -0.2, -0.1], [0.0, -0.1, 0.2], [-0.1, -0.1, -0.1], [-0.2, -0.1, -0.2], [0.8, 0.7, 0.3], [-1.0, -0.8, -0.3], [0.0, -0.1, 0.6], [-0.1, -0.1, 0.4], [0.0, 0.3, -0.9], [0.1, 0.1, 0.2], [0.0, 0.0, -0.1], [0.1, 0.1, 0.1], [0.0, 0.0, 0.1], [0.2, 0.2, 0.1], [-0.1, -0.1, -0.2], [0.0, 0.1, -0.1], [-0.1, -0.1, -0.1], [-0.1, -0.2, 0.1], [0.1, -0.1, 0.2], [0.1, 0.1, -0.3], [-0.1, -0.1, 0.0], [0.0, 0.0, 0.1], [0.1, 0.1, 0.1], [0.1, 0.1, 0.0], [0.0, 0.0, -0.1]],
  "mulliken_charge": [0.810, -0.738, 0.370, -0.606, -0.283, -0.771, -0.388, -0.220, 1.270, -1.052, 0.135, -0.463, -0.599, 0.489, -0.184, -0.977, 0.455, -0.388, -0.464, -0.412, -0.535, -0.409, 0.356, 0.398, 0.341, 0.379, 0.380, -0.060, 0.441, 0.486, 0.372, 0.378, 0.353, 0.364, 0.367, 0.553, -1.054, 0.572, -0.403, -0.349, -0.627, -0.597, 0.430, -0.297, 0.148, -0.481, 0.580, -0.934, 0.349, -0.223, -0.552, -0.344, -0.528, -0.421, 0.415, 0.343, 0.373, 0.293, 0.319, 0.423, 0.358, 0.354, 0.366, 0.338]
}